C11H16BrP in the gas phase in a non-equilibrium geometry, computed with ωB97M-V/def2-TZVPD.

Last column: Mulliken charge in e.
Element x y z (Å)
C (-1.263, -2.472, -0.418)  -0.5748
C (-0.155, -1.794, -0.059)  -0.7095
C (-2.677, -2.091, -0.237)  -0.2914
C (0.093, -0.401, 0.331)  1.4116
C (-0.798, 0.559, 0.362)  -0.7545
C (-2.980, -0.791, -0.071)  -0.3388
C (2.063, -0.091, -1.040)  -1.3750
C (2.297, -1.010, 1.238)  -1.4741
C (1.908, 1.362, 1.002)  -1.7654
C (-1.915, 2.457, -1.263)  -0.8731
C (1.580, 0.013, 0.408)  1.7937
P (-1.261, 2.243, 0.467)  -0.0405
Br (-4.564, 0.156, 0.138)  -0.1380
H (-1.183, -3.536, -0.731)  0.2815
H (0.753, -2.278, -0.279)  0.3457
H (-3.386, -2.967, -0.111)  0.3193
H (1.629, 0.682, -1.600)  0.3845
H (3.198, -0.045, -1.014)  0.3354
H (1.761, -1.111, -1.442)  0.3768
H (3.388, -0.692, 1.368)  0.4115
H (1.962, -0.983, 2.285)  0.3733
H (2.205, -2.017, 0.742)  0.3119
H (2.989, 1.530, 1.072)  0.4571
H (1.447, 2.126, 0.273)  0.3458
H (1.494, 1.483, 2.073)  0.3364
H (-2.828, 1.874, -1.321)  0.1997
H (-1.266, 2.064, -1.942)  0.2904
H (-2.028, 3.576, -1.371)  0.3390
H (-2.464, 2.154, 1.141)  0.0214

The total charge is 0. The value obtained for the total energy is -90991.8012 eV. As for the spin multiplicity: 1.

A molecular structure, C11H16Cl3GeInN3O3 in a non-equilibrium geometry, computed with ωB97M-V/def2-TZVPD.

Last column: Löwdin spin population.
Element x y z (Å)
In (0.007, 0.184, 0.666)  0.0016
C (4.409, 0.518, -0.023)  0.0000
C (2.997, 0.764, -0.436)  0.0001
O (2.056, 0.139, 0.113)  0.0014
N (2.752, 1.655, -1.391)  0.0002
C (1.413, 1.919, -1.901)  0.0001
C (0.616, 2.846, -1.014)  0.0000
C (0.598, 4.211, -1.235)  0.0000
C (-0.125, 5.036, -0.386)  0.0000
C (-0.820, 4.473, 0.673)  0.0000
C (-0.767, 3.106, 0.836)  0.0000
N (-0.071, 2.302, 0.011)  0.0001
H (4.460, -0.390, 0.568)  0.0000
H (4.752, 1.356, 0.587)  0.0000
H (5.064, 0.437, -0.890)  0.0000
H (3.537, 2.141, -1.799)  0.0000
H (0.895, 0.965, -2.027)  0.0001
H (1.515, 2.352, -2.894)  0.0000
H (1.144, 4.624, -2.073)  0.0000
H (-0.144, 6.106, -0.550)  0.0000
H (-1.390, 5.078, 1.364)  0.0000
H (-1.286, 2.632, 1.663)  0.0000
N (-2.329, -0.028, 0.172)  0.0030
C (-2.862, -1.299, -0.370)  0.0349
C (-2.230, -2.501, 0.303)  0.1602
C (-0.745, -2.659, -0.343)  0.0997
O (-0.601, -3.846, -0.577)  0.6288
O (-0.052, -1.645, -0.494)  0.0454
H (-2.704, 0.114, 1.111)  -0.0001
H (-2.686, 0.742, -0.390)  0.0005
H (-2.687, -1.312, -1.446)  0.0044
H (-3.943, -1.371, -0.229)  0.0110
H (-2.795, -3.418, 0.176)  -0.0012
H (-1.982, -2.364, 1.361)  0.0093
Cl (-2.196, 0.088, 3.709)  0.0007
Ge (-0.101, -0.040, 3.205)  -0.0001
Cl (0.662, -1.869, 3.949)  0.0001
Cl (0.900, 1.615, 4.095)  0.0000

The total charge is +2. The value obtained for the total energy is -121525.4119 eV. As for the energy above the lowest of the compared OMol25 structures with the same formula, charge and spin: 0.0 kcal per mole. As for the spin multiplicity: 2.

A molecular structure, C11H16Cl4IrN5S, computed with ωB97M-V/def2-TZVPD.

Last column: Löwdin spin population.
Element x y z (Å)
Ir (-0.157, -1.301, -0.675)  2.7398
C (-3.060, 2.435, 0.744)  0.0031
N (-2.442, 1.545, 1.744)  0.0388
C (-2.759, 1.872, 3.149)  0.0053
C (-1.758, 0.466, 1.422)  0.0317
N (-1.530, 0.051, 0.174)  0.2510
N (-1.265, -0.283, 2.476)  0.0163
C (-0.550, -1.455, 2.447)  0.0257
N (-0.363, -2.036, 3.626)  0.0159
N (-0.070, -1.950, 1.328)  0.1692
H (-2.967, 3.456, 1.103)  0.0005
H (-4.114, 2.189, 0.619)  0.0011
H (-2.555, 2.389, -0.216)  0.0007
H (-3.257, 2.835, 3.166)  0.0003
H (-1.849, 1.968, 3.744)  0.0013
H (-3.442, 1.137, 3.581)  0.0017
H (-2.021, 0.612, -0.508)  0.0054
H (-1.518, 0.047, 3.396)  0.0003
H (-0.791, -1.699, 4.475)  0.0015
H (0.180, -2.882, 3.710)  0.0003
H (0.406, -2.833, 1.472)  0.0069
Cl (0.023, -3.816, -1.554)  0.1063
C (-1.332, -3.605, -2.703)  0.0092
Cl (-1.886, -1.904, -2.569)  0.1369
H (-2.146, -4.261, -2.419)  0.0019
H (-0.969, -3.775, -3.711)  0.0020
Cl (2.466, -1.447, -0.625)  0.1331
C (3.105, -0.122, -1.572)  0.0346
C (4.448, -0.044, -1.735)  0.0860
C (4.980, 1.016, -2.523)  0.1477
C (4.163, 1.944, -3.123)  -0.0127
C (2.786, 1.854, -2.959)  0.1653
Cl (1.783, 2.978, -3.709)  0.1040
C (2.198, 0.803, -2.152)  0.1843
S (0.526, 0.764, -1.963)  0.5763
H (5.110, -0.771, -1.285)  0.0041
H (6.054, 1.081, -2.650)  0.0062
H (4.574, 2.742, -3.726)  -0.0020

The total charge is +3. The value obtained for the total energy is -82851.2970 eV. As for the spin multiplicity: 6.

3 unconnected molecules or ions with the total composition C11H16F13NO10S4, computed with ωB97M-V/def2-TZVPD.

Last column: Mulliken charge in e.
Element x y z (Å)
O (7.099, -0.701, 3.218)  -0.5139
S (5.936, -1.244, 2.645)  1.1043
O (5.825, -2.552, 2.149)  -0.5375
F (4.782, -1.030, 3.665)  -0.1696
N (5.391, -0.085, 1.492)  0.1261
C (4.200, -0.470, 0.694)  0.4029
F (3.478, -1.291, 1.452)  -0.2979
F (4.552, -1.125, -0.405)  -0.2988
C (3.221, 0.701, 0.283)  0.6491
F (3.565, 1.160, -0.917)  -0.2605
F (2.007, 0.159, 0.185)  -0.2202
C (3.095, 1.947, 1.213)  0.5904
F (2.151, 2.707, 0.656)  -0.2846
F (4.251, 2.623, 1.203)  -0.2248
C (2.691, 1.712, 2.701)  0.5371
F (2.123, 2.805, 3.184)  -0.2707
F (3.768, 1.436, 3.430)  -0.1917
F (1.848, 0.697, 2.797)  -0.2385
S (6.713, 0.581, 0.598)  1.0532
O (7.776, -0.354, 0.584)  -0.5673
O (6.152, 1.142, -0.575)  -0.5489
C (7.199, 2.040, 1.708)  0.7520
F (6.545, 2.057, 2.868)  -0.1700
F (8.515, 1.937, 1.923)  -0.2298
F (6.930, 3.164, 1.028)  -0.2095
C (-2.943, -2.297, 0.255)  -0.9938
C (-3.804, -1.194, 0.827)  -0.3215
O (-3.327, -0.719, 2.115)  -0.3058
S (-2.095, 0.273, 2.114)  1.3410
C (-2.242, 0.826, 3.776)  -0.9645
O (-2.366, 1.352, 1.212)  -0.6945
O (-0.875, -0.462, 1.974)  -0.5601
H (-1.953, -1.931, -0.012)  0.2328
H (-3.417, -2.689, -0.645)  0.3446
H (-2.820, -3.104, 0.978)  0.3464
H (-3.878, -0.350, 0.142)  0.3113
H (-4.811, -1.554, 1.030)  0.2628
H (-3.179, 1.364, 3.887)  0.3368
H (-1.395, 1.485, 3.958)  0.3535
H (-2.200, -0.038, 4.434)  0.3167
C (-5.714, -2.452, -5.444)  -0.9660
C (-4.655, -1.372, -5.418)  -0.3409
O (-5.116, -0.151, -4.784)  -0.2935
S (-5.188, -0.132, -3.202)  1.2714
C (-5.340, 1.606, -2.996)  -0.9841
O (-3.928, -0.575, -2.682)  -0.6223
O (-6.387, -0.774, -2.756)  -0.6401
H (-5.944, -2.814, -4.443)  0.2908
H (-5.352, -3.290, -6.041)  0.3853
H (-6.635, -2.076, -5.889)  0.2637
H (-3.746, -1.701, -4.913)  0.3314
H (-4.389, -1.054, -6.423)  0.2768
H (-4.431, 2.081, -3.354)  0.3129
H (-5.470, 1.780, -1.930)  0.3738
H (-6.212, 1.947, -3.548)  0.3542

The total charge is 0. The value obtained for the total energy is -112297.4821 eV. As for the spin multiplicity: 1.

A molecular structure, C11H16N in a non-equilibrium geometry, computed with ωB97M-V/def2-TZVPD.

Last column: Mulliken charge in e.
Element x y z (Å)
C (-3.170, -0.179, -0.067)  -0.4704
C (-2.748, 1.116, -0.062)  -0.4503
C (-2.281, -1.264, 0.106)  -0.5189
C (-1.455, 1.702, -0.085)  -0.4304
C (-0.974, -1.097, 0.045)  -0.1780
C (-0.474, 0.855, -0.027)  -0.1727
C (1.394, -0.527, -0.364)  -0.7078
C (0.437, -1.580, 0.296)  0.6583
C (0.657, -2.902, -0.381)  -1.2673
C (1.403, 1.345, 1.418)  -0.7940
C (1.604, 1.828, -0.955)  -0.7973
N (0.963, 0.890, 0.022)  0.3300
H (-4.226, -0.462, -0.095)  0.3751
H (-3.512, 1.934, -0.290)  0.2696
H (-2.607, -2.183, 0.359)  0.5054
H (-1.294, 2.725, 0.010)  0.5153
H (2.436, -0.731, 0.126)  0.2544
H (1.412, -0.574, -1.399)  0.4780
H (0.464, -1.616, 1.380)  0.2411
H (0.784, -3.023, -1.567)  0.2937
H (-0.224, -3.531, -0.168)  0.3697
H (1.615, -3.285, 0.154)  0.3753
H (2.476, 1.420, 1.507)  0.4120
H (0.877, 2.325, 1.523)  0.3893
H (0.997, 0.675, 2.360)  0.2870
H (1.163, 1.651, -1.956)  0.3879
H (1.534, 2.972, -0.814)  0.3092
H (2.750, 1.514, -1.076)  0.3355

The total charge is +1. The value obtained for the total energy is -13145.2027 eV. As for the energy above the lowest of the compared OMol25 structures with the same formula, charge and spin: 96.9 kcal per mole. As for the spin multiplicity: 1.

C11H16N2O in the gas phase in a non-equilibrium geometry, computed with ωB97M-V/def2-TZVPD.

Last column: Mulliken charge in e.
Element x y z (Å)
C (-0.181, 1.090, 0.236)  -0.1897
C (-2.195, 0.082, -0.080)  -0.0578
C (-0.386, -1.236, 0.350)  -0.4422
C (1.773, -1.793, 0.509)  -0.4476
C (1.825, -0.421, 0.350)  -0.0440
C (-3.897, -1.168, -1.121)  -1.5466
C (-4.500, 0.599, 0.689)  -1.1905
C (3.868, 0.310, 1.583)  -1.2516
C (3.750, 0.039, -1.064)  -1.5579
C (-3.494, -0.552, 0.245)  0.7148
C (2.996, 0.444, 0.229)  0.6181
N (-1.456, 1.080, 0.108)  -0.2903
N (0.412, -0.106, 0.300)  0.1792
O (0.524, -2.259, 0.495)  -0.3573
H (0.331, 2.021, -0.035)  0.2632
H (2.575, -2.414, 0.427)  0.5513
H (-4.810, -1.730, -1.077)  0.4220
H (-3.134, -1.856, -1.520)  0.3445
H (-4.016, -0.443, -1.855)  0.4406
H (-5.398, 0.644, 0.157)  0.3708
H (-3.814, 1.555, 0.480)  0.2857
H (-4.632, 0.586, 1.796)  0.2736
H (4.667, -0.438, 1.348)  0.2877
H (3.095, -0.160, 2.214)  0.3438
H (4.118, 1.260, 1.955)  0.3888
H (4.577, 0.631, -1.394)  0.4013
H (2.984, 0.161, -1.823)  0.3763
H (3.937, -0.975, -0.974)  0.4119
H (-3.395, -1.354, 1.027)  0.3847
H (2.680, 1.487, 0.178)  0.3172

The total charge is 0. The value obtained for the total energy is -16688.2275 eV. As for the energy above the lowest of the compared OMol25 structures with the same formula, charge and spin: 131.5 kcal per mole. As for the spin multiplicity: 1.

A gas-phase ion, C11H16N3O (charge +1) in a non-equilibrium geometry, computed with ωB97M-V/def2-TZVPD.

Last column: Mulliken charge in e.
Element x y z (Å)
C (1.401, 2.686, -0.710)  -1.4699
C (1.093, 1.347, -0.170)  0.8756
C (1.924, 0.205, -0.185)  0.4910
C (3.254, 0.131, -0.539)  -0.7381
C (3.708, -1.124, -0.069)  -0.6384
C (2.641, -1.729, 0.510)  -0.3912
N (1.551, -0.909, 0.525)  0.2881
C (0.259, -1.331, 0.835)  -0.4849
C (-0.660, -2.019, -0.203)  -0.6529
C (-1.738, -0.894, -0.664)  -0.6536
O (-2.900, -1.543, -1.201)  -0.5269
C (-2.037, -0.038, 0.542)  0.0977
N (-2.720, 1.233, 0.240)  -0.5921
C (-0.659, 0.150, 1.237)  -0.4854
N (-0.065, 1.226, 0.480)  -0.1003
H (1.992, 3.457, -0.134)  0.3168
H (0.502, 3.353, -1.026)  0.3491
H (2.054, 2.623, -1.568)  0.4241
H (3.998, 0.912, -0.802)  0.3653
H (4.736, -1.496, -0.151)  0.4336
H (2.790, -2.640, 1.086)  0.3868
H (0.287, -1.922, 1.848)  0.4502
H (-0.121, -2.533, -1.020)  0.3721
H (-1.281, -2.712, 0.516)  0.2578
H (-1.250, -0.342, -1.458)  0.4638
H (-3.468, -1.858, -0.507)  0.3918
H (-2.647, -0.914, 1.165)  0.3961
H (-3.054, 1.334, -0.722)  0.2512
H (-3.484, 1.264, 1.007)  0.2888
H (-0.768, 0.323, 2.256)  0.4484
H (-0.727, 2.002, 0.457)  0.3852

The total charge is +1. The value obtained for the total energy is -18176.2699 eV. As for the energy above the lowest of the compared OMol25 structures with the same formula, charge and spin: 39.3 kcal per mole. As for the spin multiplicity: 1.

C11H16N4O3 in the gas phase in a non-equilibrium geometry, computed with ωB97M-V/def2-TZVPD.

Last column: Mulliken charge in e.
Element x y z (Å)
O (1.889, -2.330, 1.254)  -0.6405
C (1.064, -1.484, 0.863)  0.3004
O (0.231, -0.805, 1.597)  -0.3072
C (0.813, -1.268, -0.667)  0.2279
C (2.101, -0.913, -1.332)  -1.1825
C (2.884, 0.284, -0.692)  0.2779
C (3.927, 0.339, 0.108)  -0.4899
N (4.012, 1.601, 0.655)  -0.1313
C (2.911, 2.225, 0.114)  -0.4151
N (2.179, 1.525, -0.697)  -0.3934
N (-0.271, -0.255, -1.034)  -0.2033
C (-1.542, -0.813, -0.737)  0.1477
O (-1.723, -2.014, -0.467)  -0.6660
C (-2.736, 0.185, -0.659)  0.4579
C (-2.314, 1.442, 0.038)  -1.0711
C (-3.653, 1.793, 0.586)  -0.3106
C (-4.708, 0.666, 0.386)  -0.5932
N (-3.786, -0.403, 0.027)  -0.3794
H (0.297, -1.033, 2.475)  0.3545
H (0.473, -2.261, -1.076)  0.4499
H (2.932, -1.651, -1.489)  0.3828
H (1.802, -0.633, -2.325)  0.4303
H (4.639, -0.504, 0.353)  0.3459
H (4.883, 2.024, 1.175)  0.2945
H (2.690, 3.270, 0.247)  0.4660
H (-0.081, 0.770, -0.969)  0.3758
H (-3.032, 0.439, -1.699)  0.1942
H (-1.551, 1.441, 0.778)  0.2769
H (-1.881, 2.150, -0.684)  0.3991
H (-3.628, 2.104, 1.721)  0.2887
H (-4.035, 2.744, 0.056)  0.2208
H (-5.379, 0.851, -0.407)  0.2775
H (-5.434, 0.522, 1.248)  0.2700
H (-3.295, -1.054, 0.817)  0.3445

The total charge is 0. The value obtained for the total energy is -23767.9988 eV. As for the energy above the lowest of the compared OMol25 structures with the same formula, charge and spin: 69.1 kcal per mole. As for the spin multiplicity: 1.